No. 1
This record from the OMol25 dataset describes a single C18H19Cl2N3O molecule. The level of theory is wB97M-V/def2-TZVPD.

```
! wB97M-V def2-TZVPD RIJCOSX def2/J DEFGRID3
* xyz 0 1
O 0.67934 0.44878 2.29671
C 0.29333 0.91549 1.24315
N -0.65778 0.30581 0.48305
C -1.13068 -1.01714 0.83496
C -2.59807 -1.16659 0.54710
C -3.48740 -0.15874 0.90065
C -4.83859 -0.29138 0.63809
C -5.31767 -1.43593 0.02244
C -4.43866 -2.44539 -0.32989
C -3.08542 -2.30902 -0.07274
N 0.75124 2.14534 0.80229
C 0.42150 2.73441 -0.47261
C 1.34357 2.15438 -1.58585
N 2.43889 1.42884 -0.97230
C 2.33539 0.05729 -0.79517
C 1.76205 -0.74482 -1.79266
C 1.65517 -2.11095 -1.64324
C 2.13327 -2.73624 -0.50269
Cl 1.96730 -4.44395 -0.31399
C 2.74683 -1.96333 0.47578
Cl 3.37342 -2.70196 1.89794
C 2.84841 -0.59175 0.33291
C 3.06541 2.25099 0.04398
C 2.08868 2.51311 1.22294
H -0.80173 0.57835 -0.47359
H -0.93204 -1.13592 1.90521
H -0.55780 -1.78442 0.29739
H -3.11016 0.72888 1.38746
H -5.52122 0.49775 0.91794
H -6.37318 -1.54097 -0.18048
H -4.80686 -3.34065 -0.80907
H -2.40067 -3.09793 -0.34974
H 0.58743 3.81180 -0.37111
H -0.63403 2.58819 -0.70207
H 0.77940 1.49911 -2.24452
H 1.76053 2.96524 -2.19210
H 1.40917 -0.30812 -2.71339
H 1.19977 -2.70524 -2.41972
H 3.30491 -0.04534 1.13914
H 3.98799 1.78154 0.38100
H 3.33076 3.19527 -0.44129
H 2.10230 3.56842 1.51087
H 2.32590 1.90678 2.09724
*
```

Results
* strongest force on any atom: 0.55 eV/A
* HOMO-LUMO gap: 0.31493 hartree
* ΔE to the lowest compared entry with this formula, charge and spin: 13.0 kJ/mol
* structure (SMILES): O=C(NCc1ccccc1)N1CCN(c2ccc(Cl)c(Cl)c2)CC1

Mulliken atomic charge list, values in e, 2 entries:
1. O -0.700
2. C 0.601



No. 2
This record from the OMol25 dataset describes 5 unconnected molecules or ions with the total composition C18H19F2N3. The level of theory is wB97M-V/def2-TZVPD.

```
! wB97M-V def2-TZVPD RIJCOSX def2/J DEFGRID3
* xyz 0 1
F -9.40198 -1.88654 -4.00670
C -9.04453 -3.04143 -3.40586
C -7.70676 -3.25106 -3.12758
C -7.33473 -4.43254 -2.50579
C -8.27657 -5.39911 -2.18769
C -9.61073 -5.15457 -2.47598
C -10.01709 -3.96400 -3.08399
H -6.99471 -2.47565 -3.37703
H -6.29561 -4.60074 -2.25251
H -7.96452 -6.28411 -1.65144
H -10.38756 -5.85768 -2.20048
H -11.07013 -3.79247 -3.25355
F -9.24194 -7.70334 -10.28404
C -8.95546 -6.63730 -9.50806
C -7.65087 -6.42753 -9.11245
C -7.37803 -5.34196 -8.28109
C -8.39516 -4.48175 -7.89297
C -9.69923 -4.70849 -8.33136
C -9.98609 -5.80029 -9.13211
H -6.85132 -7.07750 -9.44137
H -6.35915 -5.20644 -7.94198
H -8.17627 -3.62016 -7.27520
H -10.48688 -4.02639 -8.04090
H -10.98545 -5.99278 -9.50007
C -9.39439 -9.93643 -7.56051
C -10.31246 -10.89611 -6.99710
N -11.05786 -11.65492 -6.56462
H -8.83749 -10.44424 -8.34980
H -8.67190 -9.60403 -6.81481
H -9.91375 -9.06726 -7.95384
C -3.15472 -7.49258 -6.30596
C -4.35695 -7.26140 -5.51834
N -5.29250 -7.07443 -4.88287
H -2.86456 -6.58509 -6.82895
H -3.32145 -8.29434 -7.02174
H -2.34894 -7.78970 -5.63538
C -8.50621 -6.71022 -5.33439
C -8.82513 -7.84828 -4.47035
N -9.10883 -8.74251 -3.80583
H -9.38111 -6.06458 -5.34369
H -8.27566 -7.12509 -6.31307
H -7.64579 -6.19677 -4.91522
*
```

Results
* strongest force on any atom: 0.83 eV/A
* HOMO-LUMO gap: 0.35356 hartree
* ΔE to the lowest compared entry with this formula, charge and spin: 0.0 kJ/mol
* structure (SMILES): Fc1ccccc1.Fc1ccccc1.CC#N.CC#N.CC#N

Mulliken atomic charge list, values in e, 2 entries:
1. F -0.362
2. C 0.531



No. 3
This record from the OMol25 dataset describes a molecular structure, C18H19F5IN4O2Ru in a non-equilibrium geometry. The level of theory is wB97M-V/def2-TZVPD.

```
! wB97M-V def2-TZVPD RIJCOSX def2/J DEFGRID3
* xyz -2 6
C 0.24315 0.09504 -6.68662
I 0.12865 0.54220 -4.56764
H -0.64363 -0.50256 -6.92531
H 1.15342 -0.46593 -6.90030
H 0.22110 1.04515 -7.21594
C -1.29107 3.71836 0.55380
C -2.37920 3.27149 -0.11328
N -1.94469 2.22127 -0.90087
C -0.59380 2.02499 -0.78656
N -0.22251 2.92344 0.18047
H -1.24569 4.43384 1.35761
H -3.41816 3.53232 -0.00508
C 1.80271 -3.57458 0.12523
C 1.02558 -1.63608 -0.70889
N 1.79653 -2.19791 0.25557
H 0.61225 -4.83946 -1.24830
N 0.42604 -2.69084 -1.31632
H 2.39117 -4.21849 0.75176
Ru 0.12072 0.14341 -0.94380
C 1.70392 0.67341 -1.73861
O 2.81428 0.97296 -1.99372
C 0.93062 -3.88974 -0.85493
C -0.60553 -2.53628 -2.31213
H -1.46586 -3.16895 -2.05642
H -0.21516 -2.80515 -3.29938
H -0.91109 -1.46875 -2.34003
C 2.55719 -1.48617 1.27082
H 3.62264 -1.72389 1.18155
H 2.21862 -1.78781 2.26800
H 2.41807 -0.40783 1.15914
C 1.07575 2.98468 0.82528
H 1.65749 3.86826 0.52594
H 1.65369 2.09373 0.56508
H 0.91319 3.00438 1.91049
C -2.81046 1.34757 -1.65063
H -2.26577 0.41081 -1.86320
H -3.08936 1.78329 -2.62069
H -3.69521 1.14541 -1.03131
F 0.38918 -0.08507 6.55626
C 0.06215 -0.14541 5.25080
C -0.47304 0.97795 4.61379
F -0.66988 2.11997 5.31284
C -0.83605 0.89791 3.28471
F -1.44531 1.97074 2.72091
C -0.67466 -0.28439 2.49061
O -1.01232 -0.35203 1.25417
C -0.26743 -1.43816 3.23807
F -0.37006 -2.64728 2.62960
C 0.11343 -1.36743 4.56684
F 0.49442 -2.48235 5.23059
*
```

Results
* strongest force on any atom: 3.72 eV/A
* HOMO-LUMO gap (alpha / beta): 0.07369 / 0.25040 hartree

Mulliken atomic charge list, values in e, 2 entries:
1. C 0.275
2. I -0.976



No. 4
This record from the OMol25 dataset describes a single C18H19FN2O3S2 molecule in a non-equilibrium geometry. The level of theory is wB97M-V/def2-TZVPD.

```
! wB97M-V def2-TZVPD RIJCOSX def2/J DEFGRID3
* xyz 0 1
O -0.35399 0.97275 -1.14231
C 0.42232 0.23553 -0.56182
C 1.90327 0.29166 -0.88122
S 2.49116 -1.25581 -1.66988
C 1.05747 -1.71059 -2.61840
C 0.59770 -3.01702 -2.52359
C -0.51600 -3.41035 -3.24115
C -1.15684 -2.47623 -4.03600
F -2.25407 -2.84988 -4.72417
C -0.70410 -1.17364 -4.14799
C 0.42072 -0.79282 -3.44140
N 0.00353 -0.67572 0.33875
C 0.81705 -1.56249 1.13438
C 0.78932 -1.11222 2.60646
N -0.47959 -0.50737 2.93572
S -0.48754 1.07602 3.46549
O -1.80799 1.31874 3.96328
O 0.63747 1.19910 4.34424
C -0.20608 2.14465 2.05217
C 1.08862 2.46781 1.69719
C 1.30285 3.31166 0.61969
C 0.22322 3.81998 -0.08415
C -1.07150 3.49832 0.28902
C -1.28943 2.65692 1.36670
C -1.60424 -0.97184 2.17077
C -1.41302 -0.73508 0.65940
H 2.07025 1.12493 -1.56355
H 2.51730 0.42421 0.00776
H 1.11792 -3.71904 -1.89052
H -0.89252 -4.41930 -3.18492
H -1.22517 -0.47480 -4.78203
H 0.78748 0.21711 -3.52559
H 1.83893 -1.60269 0.76514
H 0.38782 -2.56701 1.04840
H 0.96189 -1.97688 3.25895
H 1.56062 -0.37208 2.82046
H 1.90665 2.08020 2.28458
H 2.31048 3.57454 0.33362
H 0.39149 4.47352 -0.92650
H -1.90884 3.89939 -0.26001
H -2.28408 2.40312 1.69857
H -1.73911 -2.03872 2.37761
H -2.47674 -0.43527 2.54216
H -1.85244 0.21115 0.33827
H -1.88222 -1.54443 0.08642
*
```

Results
* strongest force on any atom: 1.17 eV/A
* HOMO-LUMO gap: 0.33497 hartree
* ΔE to the lowest compared entry with this formula, charge and spin: 0.0 kJ/mol
* structure (SMILES): O=C(CSc1ccc(F)cc1)N1CCN(S(=O)(=O)c2ccccc2)CC1

Mulliken atomic charge list, values in e, 2 entries:
1. O -0.548
2. C 0.332